[1]
Formula: C18H26N4O6S
Source: the OMol25 dataset
Level of theory: the ωB97M-V functional and the def2-TZVPD basis

Results
* SMILES: CN(CCCNC(=O)c1cnc(C2OCCO2)s1)C(=O)CCN1CCOCC1=O
* HOMO level: -0.343 Ha
* calculated total energy: -1770.17928 hartree
* LUMO energy: 0.0071 hartree

Geometry as ORCA input:
```
! RIJCOSX wB97M-V def2-TZVPD def2/J DEFGRID3
* xyz 0 1
C -3.03332 -0.29135 0.55059
N -2.35854 0.92632 0.11690
C -2.45257 2.14786 0.90605
C -1.28453 2.35381 1.86846
C -1.31071 1.40190 3.05925
N -0.04181 1.40181 3.78275
C 0.64178 0.26676 4.16054
O 1.19370 0.18402 5.23896
C 0.69257 -0.85714 3.19226
C 0.92101 -2.15357 3.54119
N 0.92897 -3.05432 2.51365
C 0.72130 -2.45151 1.38663
C 0.53114 -3.15335 0.07820
O -0.84726 -3.37740 -0.10865
C -1.10273 -3.29228 -1.51679
C 0.20751 -2.76666 -2.11244
O 0.94466 -2.32083 -0.96785
S 0.51542 -0.74737 1.48239
C -1.64829 0.84001 -1.04129
O -1.57866 -0.21126 -1.65794
C -0.99475 2.10856 -1.56871
C -0.00489 1.84287 -2.69103
N 1.19439 1.12924 -2.27310
C 2.00150 1.71616 -1.21358
C 3.14583 0.80389 -0.83160
O 3.87882 0.44786 -1.98381
C 3.07672 -0.37453 -2.80433
C 1.70336 0.19210 -3.12293
O 1.10004 -0.22569 -4.09709
H -3.68892 -0.65987 -0.23889
H -2.32140 -1.08680 0.78110
H -3.62887 -0.06697 1.43301
H -2.53782 3.00525 0.23901
H -3.39181 2.10913 1.46225
H -0.34274 2.20629 1.33481
H -1.28436 3.38767 2.22594
H -2.11891 1.67811 3.74294
H -1.52295 0.38775 2.72507
H 0.02740 2.09535 4.51502
H 1.08245 -2.48188 4.55679
H 1.08058 -4.10504 0.07648
H -1.36119 -4.27912 -1.90536
H -1.92299 -2.59537 -1.66614
H 0.76920 -3.55630 -2.62020
H 0.06758 -1.92149 -2.77825
H -1.79139 2.74375 -1.96948
H -0.53713 2.68330 -0.76397
H -0.47076 1.24168 -3.46611
H 0.28576 2.80436 -3.13128
H 2.38840 2.69214 -1.53183
H 1.37934 1.87695 -0.32870
H 3.82336 1.31924 -0.15233
H 2.76367 -0.09692 -0.33671
H 3.59286 -0.51132 -3.75102
H 2.92004 -1.35578 -2.33886
*
```

***

[2]
Formula: C18H26N4O6S
Source: the OMol25 dataset
Level of theory: the ωB97M-V functional and the def2-TZVPD basis

Results
* SMILES: CN(CCCNC(=O)c1cnc(C2OCCO2)s1)C(=O)CCN1CCOCC1=O
* HOMO level: -0.334 Ha
* calculated total energy: -1770.15251 hartree
* LUMO energy: -0.0102 hartree

Geometry as ORCA input:
```
! RIJCOSX wB97M-V def2-TZVPD def2/J DEFGRID3
* xyz 0 1
C -0.20902 1.36956 0.01041
N 0.29296 0.00922 -0.07263
C 1.73058 -0.15814 0.05188
C 2.20267 -0.23104 1.50016
C 3.71756 -0.31516 1.59669
N 4.17355 -0.37468 3.00300
C 4.35240 0.86334 3.62906
O 3.41936 1.57935 3.91942
C 5.72600 1.20572 4.05261
C 6.93058 0.68797 3.66876
N 8.03119 1.25658 4.22988
C 7.67557 2.21626 5.04002
C 8.67063 3.03407 5.84182
O 9.35798 2.22650 6.75681
C 10.49120 1.70106 6.06025
C 10.69715 2.66816 4.88335
O 9.63342 3.61685 5.01198
S 5.99188 2.49506 5.15295
C -0.59031 -1.02441 -0.17870
O -1.79525 -0.85009 -0.23898
C -0.00988 -2.43290 -0.18811
C -1.06813 -3.50295 0.01161
N -1.76014 -3.42226 1.29483
C -1.12229 -2.83235 2.46130
C -2.15762 -2.50169 3.51252
O -2.91386 -3.65051 3.82675
C -3.68219 -4.04428 2.71056
C -2.94286 -4.08187 1.38280
O -3.44682 -4.66771 0.43923
H -1.28893 1.34813 -0.09036
H 0.05333 1.82319 0.96897
H 0.21801 1.97694 -0.79045
H 2.05062 -1.04258 -0.49988
H 2.20056 0.69597 -0.44433
H 1.86543 0.64919 2.04982
H 1.76631 -1.10186 1.99662
H 4.07914 -1.21712 1.10010
H 4.16796 0.54166 1.08235
H 5.02141 -0.92299 3.05847
H 7.06619 -0.11609 2.95781
H 8.15395 3.82267 6.39084
H 11.32457 1.68924 6.75957
H 10.28339 0.68958 5.71102
H 11.63313 3.22044 4.93965
H 10.62420 2.15145 3.92689
H 0.44555 -2.60387 -1.16803
H 0.79664 -2.53309 0.54017
H -1.82820 -3.42457 -0.76172
H -0.59727 -4.48590 -0.09551
H -0.36822 -3.50964 2.88049
H -0.62328 -1.90422 2.17792
H -1.67525 -2.17211 4.43124
H -2.81171 -1.70088 3.14291
H -4.05949 -5.04566 2.90217
H -4.54061 -3.37453 2.56855
*
```

***

[3]
Formula: C18H26N4O6S
Source: the OMol25 dataset
Level of theory: the ωB97M-V functional and the def2-TZVPD basis

Results
* SMILES: CN(CCCNC(=O)c1cnc(C2OCCO2)s1)C(=O)CCN1CCOCC1=O
* HOMO level: -0.333 Ha
* calculated total energy: -1770.14879 hartree
* LUMO energy: -0.0129 hartree

Geometry as ORCA input:
```
! RIJCOSX wB97M-V def2-TZVPD def2/J DEFGRID3
* xyz 0 1
C -0.15674 1.38887 0.07720
N 0.33795 0.02664 -0.01936
C 1.77385 -0.15157 0.11288
C 2.23532 -0.24840 1.56343
C 3.74749 -0.36036 1.66680
N 4.18628 -0.46811 3.07828
C 4.31742 0.77683 3.72201
O 3.36121 1.37337 4.16077
C 5.68906 1.27704 3.94459
C 6.87728 0.86939 3.40564
N 7.97452 1.58520 3.76898
C 7.63406 2.54030 4.59142
C 8.63601 3.51317 5.18528
O 9.56191 2.84353 5.99417
C 10.61987 2.41890 5.12983
C 10.50721 3.34378 3.90804
O 9.36553 4.16191 4.18462
S 5.97175 2.61090 4.98687
C -0.55136 -0.99979 -0.14444
O -1.75378 -0.81545 -0.22161
C 0.01877 -2.41214 -0.17498
C -1.04808 -3.47996 -0.00961
N -1.76608 -3.41175 1.25999
C -1.14283 -2.86500 2.45543
C -2.19985 -2.50657 3.47481
O -2.99719 -3.63608 3.76006
C -3.73803 -4.00900 2.61823
C -2.96294 -4.04950 1.31016
O -3.45383 -4.61500 0.34782
H -1.23561 1.37406 -0.03572
H 0.09747 1.82710 1.04505
H 0.28303 2.00458 -0.71022
H 2.09214 -1.03022 -0.44865
H 2.25214 0.70647 -0.36838
H 1.90526 0.62977 2.12131
H 1.78311 -1.11722 2.04814
H 4.09601 -1.25548 1.14867
H 4.21709 0.50087 1.17466
H 5.08030 -0.94350 3.09483
H 6.99518 0.05688 2.70124
H 8.12133 4.26188 5.78944
H 11.55194 2.53738 5.67822
H 10.48173 1.37423 4.85095
H 11.36061 4.00869 3.79030
H 10.34654 2.77553 2.99239
H 0.48354 -2.56617 -1.15364
H 0.81770 -2.53451 0.55789
H -1.79356 -3.38888 -0.79560
H -0.57865 -4.46323 -0.12039
H -0.43116 -3.57808 2.88807
H -0.59976 -1.95316 2.20236
H -1.74059 -2.19369 4.41083
H -2.81916 -1.68895 3.08310
H -4.13880 -5.00448 2.79206
H -4.57916 -3.32255 2.45497
*
```

***

[4]
Formula: C18H26N8Pt
Source: the OMol25 dataset
Level of theory: the ωB97M-V functional and the def2-TZVPD basis

Results
* HOMO level: -0.509 Ha
* calculated total energy: -1258.30361 hartree
* LUMO energy: -0.2575 hartree

Geometry as ORCA input:
```
! RIJCOSX wB97M-V def2-TZVPD def2/J DEFGRID3
* xyz 2 1
Pt -0.64635 0.09521 0.47218
N -0.57915 -0.22809 4.87118
C 0.04935 0.36841 3.85178
N -0.27185 -0.24829 2.72848
C -1.14125 -1.23479 3.12908
N -1.32225 -1.22989 4.43348
C -1.79435 -2.10569 2.18328
C -2.63455 -3.16659 2.56218
N -3.24185 -3.89579 1.66468
C -3.05985 -3.63599 0.38108
C -2.23305 -2.59649 -0.02172
N -1.60475 -1.84309 0.87708
H -0.53985 -0.01549 5.86008
H 0.70245 1.21271 3.95038
H -2.80255 -3.39029 3.60448
H -3.58085 -4.25999 -0.32722
H -2.07145 -2.37149 -1.06702
N 2.75625 1.46521 -2.25062
C 3.12045 0.13981 -2.80012
C 1.90655 -0.62519 -3.34442
C 0.90735 -1.11109 -2.28552
N -0.00335 -0.02889 -1.84802
C 1.62955 -1.76249 -1.09542
C 2.80485 -0.95599 -0.55632
N 2.30645 0.33071 0.00678
C 3.80145 -0.64479 -1.67362
H 2.19725 2.00361 -2.90732
H 3.61065 1.99781 -2.10132
H 2.35225 1.01931 -0.87252
H 3.82615 0.25581 -3.63122
H 2.29105 -1.49849 -3.87382
H 1.38325 -0.01129 -4.08232
H 0.29205 -1.89579 -2.73802
H -0.88355 -0.08439 -2.35612
H 0.39095 0.88471 -2.06492
H 2.00895 -2.73419 -1.41382
H 0.90265 -1.94309 -0.29302
H 3.29715 -1.53899 0.22828
H 2.90865 0.68011 0.75048
H 1.28985 0.24481 0.35618
H 4.19635 -1.57759 -2.07192
H 4.64765 -0.07589 -1.28432
C -3.08505 4.25251 0.43468
C -3.50865 3.15791 -0.30042
C -2.76985 1.98271 -0.27252
C -1.60375 1.92161 0.47418
C -1.18265 3.00931 1.22388
C -1.92245 4.18541 1.18278
H -3.67685 5.15641 0.43928
H -4.41525 3.20341 -0.88382
H -3.12725 1.12671 -0.83632
H -0.28715 2.97811 1.83278
H -1.58995 5.03791 1.75488
*
```

***

[5]
Formula: C18H27AuF4N4
Source: the OMol25 dataset
Level of theory: the ωB97M-V functional and the def2-TZVPD basis

Results
* HOMO level: -0.500 Ha
* calculated total energy: -1455.55079 hartree
* LUMO energy: -0.3825 hartree

Geometry as ORCA input:
```
! RIJCOSX wB97M-V def2-TZVPD def2/J DEFGRID3
* xyz 2 1
Au 0.41878 0.19497 0.08437
C 2.46849 1.42517 2.22609
C 1.35644 2.44249 2.05653
N 0.47973 2.29959 0.82615
C 0.89334 3.29445 -0.20897
C 2.29174 3.04736 -0.73431
C -0.94080 2.48007 1.22169
C -1.90345 2.33326 0.05621
N -1.58743 1.17541 -0.77705
C -2.20508 0.96686 -1.89819
C -1.71756 -0.08564 -2.79875
F -0.58805 -0.66537 -2.55576
C -2.38767 -0.40968 -3.93886
F -1.90343 -1.33961 -4.73010
C -3.55579 0.26705 -4.28251
C -4.06065 1.29715 -3.48422
F -5.16460 1.91649 -3.83346
C -3.41428 1.67456 -2.35044
F -3.92213 2.62602 -1.62683
H 3.11424 1.72755 3.05442
H 3.08851 1.34029 1.33078
H 2.06412 0.44137 2.47382
H 1.77809 3.44833 2.02046
H 0.70066 2.41095 2.92385
H 0.81322 4.29398 0.23150
H 0.18522 3.24503 -1.03553
H 3.05414 3.18767 0.03128
H 2.50262 3.75365 -1.53671
H 2.38973 2.03636 -1.14255
H -1.10513 3.47410 1.64672
H -1.15765 1.74937 1.99803
H -1.90254 3.22359 -0.57413
H -2.92380 2.25040 0.44179
H -4.07579 0.00278 -5.20166
C 0.02351 -2.82725 -0.35691
C 0.28322 -4.28177 0.14809
N 1.00228 -4.26079 1.41889
C 0.22892 -3.50808 2.40703
C 0.07589 -2.02391 1.95279
N 0.68390 -1.85917 0.58067
C 2.15330 -2.20023 0.65035
C 2.31444 -3.63354 1.23544
H -1.04284 -2.59260 -0.38059
H 0.43907 -2.67057 -1.34970
H 0.87565 -4.83250 -0.58098
H -0.66017 -4.80869 0.28325
H 0.73427 -3.55784 3.36819
H -0.74799 -3.97579 2.51658
H 0.59474 -1.34353 2.62736
H -0.97144 -1.72431 1.89613
H 2.64824 -1.45076 1.26338
H 2.55027 -2.13031 -0.36183
H 2.81587 -3.59647 2.19991
H 2.91562 -4.24792 0.56825
*
```

***

[6]
Formula: C18H27Cl24N2O4
Source: the OMol25 dataset
Level of theory: the ωB97M-V functional and the def2-TZVPD basis

Results
* HOMO level: -0.449 Ha
* calculated total energy: -12156.49431 hartree
* LUMO energy: -0.1025 hartree

Geometry as ORCA input:
```
! RIJCOSX wB97M-V def2-TZVPD def2/J DEFGRID3
* xyz 1 1
C 5.77451 0.89746 3.68571
C 5.83285 -0.08651 2.37569
C 4.49883 -1.01122 2.13977
O 4.17120 -1.90264 3.11657
O 3.58329 -0.95622 0.98951
C 4.28788 -1.07606 -0.29620
C 3.40438 -0.45118 -1.52919
N 3.03070 1.00750 -1.37502
C 4.20806 1.90603 -0.99467
C 4.18945 3.38026 -1.71059
C 2.74071 4.16374 -1.63537
C 2.22025 4.44700 -0.09141
N 2.29142 5.90345 0.32837
O 2.06813 1.24076 -0.46596
C 0.72143 0.96168 -0.98807
C -0.24341 0.73754 0.35984
C -1.45857 1.83600 0.29517
O -0.68768 -0.66617 0.51552
H 6.57365 1.76594 3.50598
H 6.10258 0.24789 4.62598
H 4.72493 1.42546 3.85195
H 6.74536 -0.83796 2.52142
H 6.01187 0.58798 1.41535
H 4.49518 -2.21944 -0.56958
H 5.34307 -0.55365 -0.33037
H 4.07112 -0.54191 -2.51040
H 2.46745 -1.17372 -1.67529
H 2.66951 1.32485 -2.32438
H 4.24705 2.08834 0.17694
H 5.26350 1.41652 -1.26079
H 4.95976 4.07711 -1.12199
H 4.54513 3.29709 -2.82744
H 1.95411 3.47141 -2.20089
H 2.76594 5.21384 -2.17918
H 2.81644 3.76588 0.68565
H 1.08594 4.10980 0.01416
H 2.15832 5.95934 1.38283
H 1.46273 6.37617 -0.12415
H 0.64036 0.01612 -1.67382
H 0.35085 1.89352 -1.61997
H 0.41410 0.97132 1.32808
H -0.98797 2.87607 -0.04734
H -1.93999 1.95774 1.35473
H -2.23910 1.45291 -0.48794
H -1.14919 -0.68964 1.42396
C -1.53913 -4.01853 1.19127
Cl -1.74453 -5.78443 1.07253
Cl 0.00224 -3.54755 0.43163
Cl -2.88623 -3.20633 0.35463
Cl -1.52785 -3.53595 2.90634
C -5.48621 1.51435 -0.11587
Cl -4.55847 0.00963 0.10731
Cl -6.10709 2.06841 1.45964
Cl -4.42739 2.76735 -0.81098
Cl -6.85198 1.21183 -1.21933
C -6.15202 0.41222 -5.19977
Cl -6.00682 -1.36018 -5.08927
Cl -5.69340 0.94469 -6.83709
Cl -7.83568 0.89198 -4.86898
Cl -5.07199 1.17227 -4.00381
C -7.13566 -1.17148 4.21655
Cl -8.82027 -0.85341 3.73115
Cl -6.10376 -1.24654 2.76595
Cl -6.56739 0.13807 5.28260
Cl -7.05132 -2.72416 5.08634
C -8.42030 -4.99453 -4.79882
Cl -8.27511 -6.76693 -4.68832
Cl -7.96169 -4.46206 -6.43615
Cl -10.10397 -4.51477 -4.46804
Cl -7.34028 -4.23448 -3.60286
C 3.49600 -5.46394 3.49603
Cl 3.29060 -7.22984 3.37728
Cl 5.03738 -4.99296 2.73639
Cl 2.14891 -4.65173 2.65938
Cl 3.50729 -4.98136 5.21109
*
```

***

[7]
Formula: C18H27Cl2N3O3P2Yb
Source: the OMol25 dataset
Level of theory: the ωB97M-V functional and the def2-TZVPD basis

Results
* HOMO level (spin up / spin down): -0.403 / -0.403 Ha
* calculated total energy: -3853.67473 hartree
* ⟨S²⟩: 0.751
* LUMO energy (spin up / spin down): -0.1009 / -0.1012 hartree

Geometry as ORCA input:
```
! RIJCOSX wB97M-V def2-TZVPD def2/J DEFGRID3
* xyz 1 2
Yb -0.98805 -0.44862 -0.12253
C 4.31830 -2.32913 -0.94895
N 3.46764 -2.92692 0.07609
C 3.93687 -2.49748 1.38989
N 3.98014 -1.04340 1.53214
C 4.81791 -0.48904 0.47216
N 4.36977 -0.87076 -0.86426
C 3.10811 -0.25392 -1.21898
P 1.72422 -0.77365 -0.06240
C 2.06703 -2.61818 -0.13108
C 2.65573 -0.45533 1.53875
H 3.95601 -2.62074 -1.93610
H 5.33176 -2.71166 -0.82004
H 4.94637 -2.88504 1.53445
H 3.28657 -2.91528 2.16069
H 5.83437 -0.86033 0.61004
H 4.82961 0.59962 0.55338
H 2.83274 -0.53911 -2.23639
H 3.21089 0.83294 -1.17899
H 1.74198 -2.99190 -1.10391
H 1.45873 -3.10276 0.63572
H 2.07512 -0.87327 2.36546
H 2.73789 0.62305 1.69617
C -1.23522 -2.03852 3.23713
C -1.09420 -1.45085 1.87538
O -1.57036 -0.28678 1.70169
H -1.55451 -1.29333 3.96665
H -0.30032 -2.51014 3.53962
H -1.98525 -2.83273 3.17750
C -0.43333 3.20082 -1.86894
P -0.79583 2.26002 -0.34747
C -0.39162 3.48174 0.95566
C -2.62852 2.19495 -0.30443
C -3.28338 2.04820 0.92299
C -4.66142 1.90740 0.96649
C -5.40071 1.92367 -0.20833
C -4.75841 2.06547 -1.42883
C -3.37753 2.17754 -1.48194
H -0.63838 2.59382 -2.74880
H 0.62439 3.46458 -1.87420
H -1.02843 4.11307 -1.89098
H -0.99795 4.38011 0.84969
H 0.66204 3.74603 0.85820
H -0.54505 3.04983 1.94359
H -2.71954 2.06683 1.84635
H -5.16502 1.79768 1.91818
H -6.47729 1.82182 -0.16820
H -5.33206 2.08654 -2.34584
H -2.88936 2.26775 -2.44263
Cl -3.90006 -0.76000 -3.51300
C -3.09426 -1.69056 -2.28750
Cl -3.60929 -1.19477 -0.61552
C -1.61550 -1.35053 -2.09368
O -1.25679 -0.15948 -2.24263
O -0.94692 -2.18174 -1.43752
H -3.29961 -2.74757 -2.40001
*
```

***

[8]
Formula: C18H27ClMoN2S
Source: the OMol25 dataset
Level of theory: the ωB97M-V functional and the def2-TZVPD basis

Results
* HOMO level (spin up / spin down): -0.539 / -0.539 Ha
* calculated total energy: -1737.55279 hartree
* ⟨S²⟩: 2.078
* LUMO energy (spin up / spin down): -0.3080 / -0.2967 hartree

Geometry as ORCA input:
```
! RIJCOSX wB97M-V def2-TZVPD def2/J DEFGRID3
* xyz 2 3
C -1.32720 -1.37678 -6.09348
C -2.83774 -1.37073 -6.19353
C -0.68979 -0.41086 -7.06945
C -0.75569 -2.77284 -6.22179
Cl -0.89807 -0.77387 -4.37979
H -0.91620 -0.72671 -8.08913
H 0.39058 -0.38848 -6.95204
H -1.07225 0.59729 -6.93226
H -3.13521 -1.71820 -7.18434
H -3.23802 -0.37052 -6.04934
H -3.28390 -2.03017 -5.45360
H -0.98386 -3.16654 -7.21353
H -1.18523 -3.44364 -5.48218
H 0.32411 -2.76887 -6.09718
C -0.72046 2.88570 1.19153
C 0.09319 3.23064 0.08511
C -0.51140 2.72287 -1.09332
H 1.01389 3.78781 0.13013
C -1.70811 2.07425 -0.71658
C -1.83432 2.17225 0.69336
H -2.64613 1.79030 1.28960
H -0.54357 3.15060 2.22014
H -0.14174 2.83861 -2.09823
H -2.40624 1.60274 -1.38677
C 1.78785 -0.95937 1.12241
C 2.27884 0.30054 1.53481
C 2.65152 1.01369 0.36946
H 2.38370 0.64123 2.55102
C 2.38139 0.19891 -0.76040
C 1.85273 -1.02414 -0.29224
H 1.55350 -1.86141 -0.89805
H 1.44003 -1.74408 1.77189
H 3.06989 2.00617 0.34504
H 2.57180 0.45601 -1.78896
Mo 0.19522 0.76852 0.26413
S -0.57343 0.50955 2.76323
C -0.12060 -0.28029 4.15246
N 1.17097 -0.84542 4.40592
C 1.77073 -0.74441 5.72219
C 0.72106 -0.89997 6.81631
C -0.37692 0.13394 6.61039
N -0.94480 0.02301 5.28471
H 1.83971 -1.00585 3.66442
H 2.26558 0.24940 5.81080
H 2.55074 -1.52450 5.84675
H 1.19001 -0.75964 7.81537
H 0.28153 -1.91664 6.76055
H 0.04232 1.15819 6.73233
H -1.16920 -0.00356 7.37667
H -1.80078 0.57528 5.11544
*
```

***

Q: Which value of calculated total energy does entry 8 give?
A: -1737.55279 hartree